Entry 1:
{
  "formula": "C15H47NO12",
  "method": "the ωB97M-V functional and the def2-TZVPD basis",
  "species": ["C", "O", "C", "C", "N", "H", "H", "C", "C", "O", "C", "H", "H", "H", "H", "H", "H", "H", "H", "H", "H", "H", "H", "H", "H", "C", "O", "O", "O", "H", "C", "C", "O", "H", "H", "H", "H", "H", "H", "C", "O", "H", "H", "H", "H", "C", "O", "H", "H", "H", "H", "C", "O", "H", "H", "H", "H", "C", "O", "H", "H", "H", "H", "C", "O", "H", "H", "H", "H", "C", "O", "H", "H", "H", "H"],
  "xyz": [[-1.4980, -1.5617, -4.5491], [-0.2030, -1.9707, -4.2611], [0.0980, -2.0137, -2.9141], [1.5570, -1.8197, -2.8131], [2.0850, -1.5467, -1.3351], [1.6390, -0.7807, -0.7561], [1.8500, -2.4987, -0.9831], [3.4410, -1.2397, -1.1781], [3.9530, 0.0313, -1.7391], [5.3470, 0.1723, -1.4531], [5.9950, 1.3403, -1.8381], [-1.4570, -1.4177, -5.6871], [-1.9500, -0.6027, -4.4001], [-2.1980, -2.3087, -4.1261], [-0.0310, -2.9727, -2.5711], [-0.3800, -1.2067, -2.3131], [1.9380, -0.9847, -3.5611], [2.0660, -2.7507, -3.2341], [4.2530, -1.9997, -1.3011], [3.4830, -1.0477, -0.0171], [3.4620, 1.0133, -1.4011], [3.8980, 0.0343, -2.7751], [6.9640, 1.3783, -1.3201], [5.4930, 2.2263, -1.4541], [6.3400, 1.3513, -2.7171], [-0.1020, -0.1647, 0.4159], [-0.2960, -1.4917, 0.2669], [-0.9470, 0.5073, 1.1999], [0.8280, 0.5163, -0.0881], [-1.3490, -0.1777, 1.6029], [-3.8260, -4.7537, 0.4929], [-2.8390, -3.6707, 0.9529], [-2.4060, -2.9717, -0.1561], [-4.8640, -4.5537, 0.2509], [-3.9070, -5.3837, 1.4349], [-3.7060, -5.6147, -0.4051], [-1.9400, -3.9017, 1.4779], [-3.2220, -2.8787, 1.6969], [-1.6360, -2.2467, -0.0291], [1.7160, 4.0503, -0.6561], [1.4930, 2.7763, -1.2841], [0.7930, 4.4573, 0.0349], [1.9580, 4.8623, -1.3601], [2.4900, 3.9043, -0.0141], [1.2230, 2.2593, -0.5671], [-1.7840, 1.4853, -1.9521], [-0.8890, 1.6333, -3.1251], [-2.6730, 2.2363, -2.3321], [-1.2670, 1.8923, -1.0861], [-2.0980, 0.4803, -1.8771], [0.0060, 1.9893, -2.8161], [1.8160, -2.0387, 2.9939], [0.5170, -2.1507, 2.6539], [2.4530, -1.3797, 2.4329], [2.4180, -2.9457, 2.9939], [1.9480, -1.7067, 3.8829], [0.2110, -1.7277, 1.7519], [-2.5310, 0.4593, 4.2739], [-3.0310, -0.4827, 3.2799], [-3.0210, 0.1483, 5.2979], [-2.8690, 1.5123, 4.1549], [-1.5000, 0.3163, 4.4109], [-3.8800, -0.1247, 2.8359], [0.2990, 3.4693, 3.4139], [0.7440, 2.5393, 2.4489], [0.4810, 2.7173, 4.3929], [-0.5430, 3.9263, 3.1929], [1.1070, 4.3603, 3.3269], [0.3180, 1.7343, 2.2669], [-3.5920, 2.5093, 1.4019], [-4.0910, 3.8023, 1.0029], [-3.7950, 2.4293, 2.4469], [-2.4080, 2.4463, 1.0939], [-4.0940, 1.6873, 1.0939], [-3.8600, 4.4333, 1.5749]],
  "forces_ev_per_a": [[-1.32, -1.03, -3.08], [0.62, 1.14, -0.14], [0.18, 2.63, 0.60], [3.63, 1.83, -1.81], [-2.44, -2.60, -2.92], [-1.25, -0.09, -0.78], [0.29, 1.23, 0.82], [4.08, 0.26, 4.72], [0.68, 3.46, 0.31], [-0.40, -1.88, 0.92], [-1.05, 0.43, 7.50], [-0.57, -1.34, 1.21], [0.90, 1.26, 1.73], [0.00, 0.18, -0.81], [-1.44, -2.27, 1.42], [-0.20, -0.78, -0.40], [-0.94, -1.30, 1.93], [-0.24, 1.07, 1.09], [-1.25, 0.05, -0.53], [0.31, -0.50, -1.79], [0.00, -1.59, -0.16], [-0.56, -0.05, -2.33], [-0.25, -0.36, 0.64], [-0.38, 0.25, -0.61], [1.41, 0.29, -7.66], [1.08, -1.44, -1.66], [1.01, 4.39, 0.38], [2.36, 2.59, -2.09], [-0.76, -1.77, 0.34], [-3.53, -3.48, 3.03], [-0.20, -3.82, 0.75], [-0.36, 2.31, -0.19], [1.83, 2.74, -2.35], [-0.03, 1.33, 0.28], [-0.16, 0.25, -1.04], [1.11, 2.61, 2.24], [0.52, -1.85, 0.62], [-0.78, -1.42, -0.74], [-2.29, -2.44, 0.35], [-3.62, 1.30, -0.26], [0.26, 2.60, -1.67], [1.90, -1.19, -1.83], [-0.19, -0.67, -0.05], [2.40, 0.03, 2.03], [-0.76, -1.96, 1.61], [-0.43, 4.11, -3.20], [1.50, -0.04, 1.39], [1.68, -2.12, 1.73], [-0.40, -0.18, 0.20], [-0.44, -1.07, 0.30], [-1.82, -0.64, -0.31], [1.77, -1.78, -4.56], [-2.77, 0.64, -1.90], [0.00, 0.81, -1.11], [-0.35, -0.90, -0.33], [0.32, 2.31, 6.38], [1.21, -1.75, 1.98], [-3.69, -0.86, 1.99], [-1.23, 1.72, -1.01], [0.93, 0.53, -1.67], [0.64, -0.70, -0.43], [1.41, 0.04, -0.29], [2.13, -0.77, 1.34], [7.29, -3.46, 2.49], [1.96, 2.15, -1.61], [-1.24, 3.26, -1.52], [-4.72, 1.55, -0.47], [-1.58, -2.16, 0.77], [-1.69, -1.21, 0.29], [4.29, 3.67, 0.59], [-1.87, -4.84, -4.22], [0.77, 0.07, 1.23], [-3.02, -0.16, 1.10], [-1.84, -2.04, -2.39], [1.57, 3.44, 3.60]],
  "mulliken_charge": [-0.694, -0.445, 0.358, -0.949, 0.541, -0.036, 0.454, -0.422, 0.223, -0.400, -0.898, 0.282, 0.228, 0.339, 0.530, -0.204, 0.338, 0.263, 0.438, -0.014, -0.114, 0.381, 0.290, 0.267, 0.452, 0.257, -0.761, 0.702, -1.037, -0.011, -1.161, 0.153, -0.553, 0.322, 0.294, 0.228, 0.289, -0.021, 0.336, -0.648, -0.454, 0.135, 0.294, 0.354, 0.376, -0.121, -0.563, 0.265, -0.158, 0.228, 0.348, -1.007, -0.584, 0.208, 0.317, 0.556, 0.443, -0.561, -0.445, 0.246, 0.195, 0.243, 0.295, -0.709, -0.392, 0.265, 0.284, 0.186, 0.242, -0.476, -0.558, 0.224, 0.061, 0.395, 0.273],
  "homo_ev": -8.63,
  "orbital_gap_ev": 8.899
}

---

Entry 2:
{
  "formula": "C27H63N8O9Pt",
  "method": "the ωB97M-V functional and the def2-TZVPD basis",
  "species": ["Pt", "C", "C", "C", "O", "H", "H", "H", "H", "H", "H", "H", "C", "O", "N", "C", "C", "H", "H", "H", "H", "H", "H", "H", "C", "O", "N", "C", "C", "H", "H", "H", "H", "H", "H", "H", "C", "O", "N", "C", "C", "H", "H", "H", "H", "H", "H", "H", "C", "O", "N", "C", "C", "H", "H", "H", "H", "H", "H", "H", "C", "O", "N", "C", "C", "H", "H", "H", "H", "H", "H", "H", "C", "O", "N", "C", "C", "H", "H", "H", "H", "H", "H", "H", "C", "O", "N", "C", "C", "H", "H", "H", "H", "H", "H", "H", "C", "O", "N", "C", "C", "H", "H", "H", "H", "H", "H", "H"],
  "xyz": [[-4.1490, 0.0619, -0.1619], [0.0917, -1.8884, -0.3477], [-0.8072, -0.6900, -0.1486], [-0.0755, 0.5845, -0.5956], [-2.1057, -0.7962, -0.6761], [1.0426, -1.9298, 0.1835], [0.2857, -2.0639, -1.4059], [-0.4509, -2.7039, 0.1304], [-0.7941, -0.5787, 0.9356], [-0.0682, 0.6016, -1.6854], [0.9769, 0.5520, -0.3135], [-0.5551, 1.5023, -0.2555], [0.5303, 6.1400, -0.3508], [0.4247, 7.3402, -0.4508], [1.1894, 5.4427, -1.3211], [1.3989, 3.9962, -1.3164], [1.8678, 6.0731, -2.4767], [0.2621, 5.4520, 0.4659], [2.4732, 3.8147, -1.3500], [1.0958, 3.4887, -2.2322], [1.0816, 3.4251, -0.4439], [1.4526, 5.6999, -3.4129], [1.9341, 7.1535, -2.6047], [2.9239, 5.8176, -2.3900], [0.3281, 0.6416, 3.9384], [-0.4079, 0.3731, 4.8752], [1.5819, 1.0619, 4.1381], [2.4535, 1.4226, 2.9833], [2.1953, 0.9216, 5.4324], [-0.0261, 0.7773, 2.9048], [3.3196, 0.7645, 2.9139], [2.6044, 2.5006, 3.0406], [1.9777, 1.3721, 2.0039], [2.8758, 1.7691, 5.5141], [1.3809, 0.9910, 6.1535], [2.8633, 0.0729, 5.5799], [5.8205, -3.6291, -1.1714], [5.7756, -3.4697, -2.3660], [4.8009, -3.4331, -0.3825], [4.9473, -3.7066, 1.0471], [3.4304, -3.1653, -0.7857], [6.7723, -3.8693, -0.6727], [4.7414, -2.8796, 1.7266], [5.9223, -4.1865, 1.1324], [4.1398, -4.3565, 1.3843], [3.1164, -2.2261, -0.3302], [3.2198, -2.9781, -1.8387], [2.6871, -3.8797, -0.4319], [-1.8841, -4.6673, 5.1061], [-3.0956, -4.7502, 5.1922], [-1.2464, -3.9329, 4.0615], [-2.0455, -3.1734, 3.1368], [0.1487, -3.6170, 4.0955], [-1.2059, -5.0778, 5.8701], [-2.2138, -2.1443, 3.4541], [-3.1133, -3.3910, 3.1602], [-1.6731, -3.1167, 2.1140], [0.1996, -2.5985, 4.4805], [0.7056, -4.3071, 4.7292], [0.6223, -3.6017, 3.1139], [0.4816, -7.9056, -2.2713], [1.1104, -8.7169, -2.9332], [0.9464, -6.6521, -2.0630], [0.3352, -5.6407, -1.2889], [2.2485, -6.2686, -2.7433], [-0.4172, -8.0785, -1.6594], [0.8417, -5.4178, -0.3499], [-0.7220, -5.8614, -1.1418], [0.4774, -4.7439, -1.8919], [2.2507, -5.2626, -3.1630], [3.1010, -6.3316, -2.0670], [2.4830, -6.8320, -3.6464], [-0.0653, 4.2385, 3.0973], [0.7974, 4.1124, 2.2539], [-1.3153, 3.9113, 2.8770], [-2.2554, 4.1125, 4.0062], [-1.7790, 3.3482, 1.5641], [0.0069, 4.6541, 4.1143], [-2.8019, 3.1888, 4.1966], [-3.0448, 4.7965, 3.6947], [-1.8182, 4.5654, 4.8960], [-1.7518, 2.2589, 1.5947], [-2.8430, 3.4422, 1.3470], [-1.2026, 3.6928, 0.7056], [-4.1828, 3.1673, -1.3853], [-3.9820, 1.9779, -1.2131], [-3.2147, 3.9671, -1.8892], [-3.3467, 5.3990, -2.2177], [-1.8509, 3.4923, -2.1373], [-5.1509, 3.6698, -1.2355], [-3.7411, 5.3847, -3.2337], [-2.3264, 5.7687, -2.1158], [-3.9334, 6.0068, -1.5289], [-1.1743, 4.1529, -1.5951], [-1.6557, 2.4424, -1.9185], [-1.6425, 3.8349, -3.1508], [-2.0397, -1.3754, -4.5939], [-1.9364, -2.2279, -5.4869], [-2.6667, -0.2577, -4.7932], [-2.4235, 0.8098, -3.8738], [-3.1816, 0.1000, -6.0914], [-1.5506, -1.4930, -3.6146], [-2.2131, 0.3079, -2.9294], [-3.2891, 1.4696, -3.9318], [-1.5070, 1.2801, -4.2302], [-2.3095, 0.5464, -6.5690], [-3.4852, -0.8280, -6.5759], [-4.0039, 0.7886, -5.8969]],
  "forces_ev_per_a": [[1.32, 0.35, -0.63], [-0.95, -1.17, -0.47], [1.24, 0.40, 0.97], [-0.49, 0.58, -1.17], [0.26, 0.21, 0.66], [-0.06, 0.96, 0.07], [-0.07, -0.32, 0.00], [-0.04, -0.54, -0.60], [-1.06, 0.29, 0.52], [-0.01, 0.06, -0.18], [-0.22, -0.12, 0.41], [0.11, -0.11, 0.18], [1.31, -0.22, -1.22], [-0.78, 0.22, 0.87], [-0.09, -0.56, -0.94], [1.26, -0.02, 0.03], [0.45, -0.11, 0.14], [-0.41, 0.46, 0.26], [0.33, 0.09, 0.19], [-0.71, 0.22, -0.16], [-0.53, 0.60, 0.18], [0.09, -0.28, 0.01], [-0.92, 0.05, 0.93], [0.07, -0.46, -0.29], [-0.49, 1.10, 1.36], [-0.50, -0.68, -0.65], [1.15, -0.86, -2.39], [-0.85, 0.28, 0.46], [0.32, 1.23, 0.15], [0.03, -0.30, -0.22], [0.27, 0.43, 0.34], [0.95, -0.13, 0.24], [-0.71, -0.51, 0.21], [-0.13, 0.27, 0.40], [0.43, -0.23, 0.22], [-0.50, -0.54, -0.23], [1.59, 0.32, -1.89], [0.09, -0.13, -1.03], [-2.77, -0.07, 2.90], [-0.59, -0.45, -0.38], [-0.37, 1.11, -0.21], [-0.11, -0.15, 0.24], [0.83, 0.71, -0.35], [-0.19, 0.22, 0.77], [0.18, -0.81, -0.30], [0.14, 0.27, 0.32], [0.83, -0.46, -0.15], [0.41, -0.56, 0.09], [-0.52, 1.58, -1.44], [1.05, -0.13, -0.07], [-1.32, -1.79, 0.73], [-1.23, 1.01, 0.40], [0.13, 0.64, 0.48], [0.18, -0.05, -0.35], [0.98, 0.69, 0.35], [0.21, -1.33, -0.20], [0.19, -0.52, 0.04], [0.65, 0.18, 0.23], [-0.11, 0.09, 0.06], [-0.20, -0.29, -0.23], [1.41, -0.18, 0.19], [-1.20, 0.13, 0.42], [2.54, 0.05, -1.75], [-0.17, 0.75, -0.35], [-0.56, -0.08, 0.01], [-0.29, -0.40, -0.38], [-0.01, -0.36, 0.38], [0.04, 0.15, 0.16], [-0.64, 0.43, 0.13], [-0.60, 0.39, 0.54], [-0.10, -0.16, 0.15], [-0.41, -0.70, 0.49], [0.50, 0.20, -0.31], [1.19, 0.01, -0.12], [-2.90, -0.33, -0.17], [-1.26, -0.15, -1.44], [-0.01, -0.49, 1.09], [0.89, 0.03, -0.12], [0.41, -0.18, 0.49], [0.02, 0.28, -0.13], [0.33, -0.49, -0.22], [0.70, -0.32, 0.12], [-0.09, 1.06, 0.47], [0.12, 0.18, 0.42], [0.99, 2.95, -1.27], [0.16, -2.49, 0.81], [-0.86, -0.97, 1.58], [0.02, -0.71, 0.05], [-0.04, 1.04, -0.21], [0.15, -0.17, 0.14], [0.22, 0.88, 0.00], [-0.20, 0.39, -0.54], [-0.36, -0.47, -0.03], [0.04, -0.31, 0.56], [-0.35, 0.32, -0.28], [0.19, -0.88, -0.42], [1.23, -3.36, -2.14], [0.08, 0.41, 1.43], [-1.47, 1.36, 0.85], [0.30, -0.47, -0.69], [0.50, -0.45, 0.58], [-0.14, -0.04, 0.16], [-0.33, 0.69, 0.40], [0.26, 0.22, 0.69], [0.04, 0.81, 0.32], [-0.48, 0.32, -0.86], [-0.04, 0.36, -0.23], [0.04, 0.05, -0.58]],
  "mulliken_charge": [1.064, -1.718, 1.052, -0.606, -0.522, 0.273, 0.353, 0.273, 0.065, 0.677, 0.576, -0.500, 0.111, -0.625, 0.103, -0.954, -1.051, 0.341, 0.515, 0.367, 0.070, 0.311, 0.338, 0.375, 0.524, -0.698, 0.190, -0.713, -1.067, -0.001, 0.401, 0.393, -0.080, 0.367, 0.345, 0.297, 0.212, -0.559, 0.185, -0.861, -0.958, 0.278, 0.231, 0.296, 0.304, 0.560, 0.308, 0.040, 0.120, -0.540, 0.143, -0.785, -0.800, 0.301, 0.285, 0.384, 0.112, 0.331, 0.326, 0.143, 0.157, -0.576, 0.095, -0.708, -0.992, 0.284, 0.177, 0.388, 0.172, 0.321, 0.309, 0.340, 0.067, -0.532, 0.334, -0.956, -0.647, 0.299, 0.313, 0.356, 0.335, 0.200, 0.430, -0.077, -0.162, -0.540, 0.338, -0.858, 0.109, 0.424, 0.361, 0.205, 0.379, -0.095, -0.581, 0.463, 0.179, -0.633, 0.007, -0.062, -0.939, 0.255, -0.316, 0.159, 0.334, 0.358, 0.347, 0.276],
  "spin_multiplicity": 3,
  "homo_ev": [-10.87, -10.87],
  "charge": 1,
  "orbital_gap_ev": [5.506, 3.962],
  "s_squared": 2.022
}

---

Entry 3:
{
  "formula": "C3H7NdO2",
  "method": "the ωB97M-V functional and the def2-TZVPD basis",
  "species": ["O", "C", "C", "O", "C", "Nd", "H", "H", "H", "H", "H", "H", "H"],
  "xyz": [[-2.3020, -1.0759, 0.1375], [-1.2909, -0.4269, 0.8055], [-0.2010, 0.1079, -0.1093], [1.0278, -0.0131, 0.5663], [2.1061, 0.6025, -0.0902], [-3.4561, -1.7092, -1.8829], [-0.8846, -1.0875, 1.5984], [-1.6932, 0.4372, 1.3737], [-0.5034, 1.1350, -0.3881], [0.0400, -0.1942, -1.1473], [2.1981, 0.2631, -1.1365], [1.9396, 1.6922, -0.1419], [3.0197, 0.2689, 0.4149]],
  "forces_ev_per_a": [[-2.51, -1.20, -3.59], [0.14, -0.19, 0.81], [1.04, 1.07, -0.46], [-0.29, 0.24, 0.35], [-0.04, 0.01, -0.48], [1.74, 0.90, 3.04], [0.25, 0.17, -0.60], [0.09, -0.24, -0.30], [0.46, 0.48, 0.75], [-0.96, -1.49, 0.06], [-0.17, -0.11, 0.08], [0.49, -0.22, 0.30], [-0.24, 0.58, 0.04]],
  "mulliken_charge": [-0.774, -0.410, -0.308, -0.327, -0.708, 1.637, 0.281, 0.202, 0.319, 0.262, 0.296, 0.296, 0.234],
  "spin_multiplicity": 5,
  "homo_ev": [-11.94, -11.95],
  "charge": 1,
  "orbital_gap_ev": [6.347, 6.398],
  "s_squared": 6.005
}